Here is a 13-piece molecular cluster, C6H37NO12 overall at a distorted geometry from the Open Molecules 2025 dataset. Energies are from ωB97M-V/def2-TZVPD.

XYZ file:
```
56
Properties=species:S:1:pos:R:3:mulliken_spin:R:1
C -3.643 0.026 0.766 0.182
C -2.177 0.544 1.058 -0.002
C -1.604 0.729 -0.388 -0.023
C -0.784 2.042 -0.579 0.009
C 0.499 1.904 -0.535 0.016
C -1.460 3.286 -0.791 0.008
N -2.206 1.808 1.861 0.781
H -4.160 0.600 0.027 -0.007
H -3.671 -0.939 0.141 0.011
H -4.348 -0.192 1.681 -0.002
H -1.489 -0.227 1.476 0.020
H -0.947 -0.005 -0.719 0.005
H -2.244 0.716 -1.157 0.001
H 1.257 1.121 -0.294 0.001
H 1.177 2.782 -0.739 -0.001
H -1.240 4.000 0.013 -0.004
H -2.485 3.133 -1.055 0.000
H -1.048 3.901 -1.598 0.000
H -2.567 1.385 2.732 -0.012
H -2.704 2.581 1.382 0.001
H 1.937 -2.107 2.508 0.000
H 2.801 -3.263 2.607 0.000
O 2.324 -2.659 3.069 0.000
H 1.134 0.220 4.145 0.000
H 1.060 0.171 2.667 0.000
O 0.817 -0.340 3.454 0.000
H 1.384 2.943 3.069 -0.001
H 0.125 2.983 1.982 -0.002
O 1.173 2.787 2.093 0.012
H 0.550 0.646 -4.015 0.000
H -0.196 1.633 -3.175 0.000
O -0.146 1.288 -4.056 0.000
H 4.050 -0.073 1.994 0.000
H 3.997 1.371 1.808 0.000
O 3.580 0.721 2.325 0.000
H -1.069 -4.437 1.066 0.000
H -2.599 -3.982 1.539 0.000
O -2.016 -4.384 0.957 0.000
H -2.004 -0.824 -3.488 0.000
H -1.870 0.728 -3.662 0.000
O -2.323 -0.073 -3.322 0.000
H 2.833 -3.814 -0.201 0.000
H 2.219 -2.517 -0.235 0.000
O 2.392 -3.366 0.358 0.000
H 0.376 -2.783 -1.248 0.000
H 0.095 -1.235 -0.981 0.003
O 0.670 -1.868 -1.268 0.000
H 1.349 -1.728 -4.041 0.000
H 1.246 -1.080 -2.819 0.000
O 1.532 -0.937 -3.669 0.000
H 3.432 0.669 -1.547 0.000
H 2.941 0.253 -2.813 0.000
O 3.675 0.618 -2.462 0.000
H 0.657 -0.901 1.273 0.001
H -0.127 -2.324 1.574 0.001
O -0.153 -1.532 1.235 0.003
```

Values from the calculation:
E_tot, hartree: -1207.8545
Multiplicity: 2
Total charge: +1
Kohn-Sham gap (alpha / beta), eV: 10.3 / 4.7
Energy above the lowest of the compared OMol25 structures with the same formula, charge and spin, kJ/mol: 712.4

Here is C6H38FeO22 as an isolated structure at a distorted geometry from the Open Molecules 2025 dataset. Energies are from ωB97M-V/def2-TZVPD.

XYZ file:
```
67
Properties=species:S:1:pos:R:3:mulliken_spin:R:1
Fe 10.698 -34.909 0.077 3.835
C 7.413 -33.341 -3.994 0.000
C 8.452 -33.568 -2.957 0.001
C 8.589 -35.001 -2.310 0.024
O 9.272 -35.194 -1.301 0.012
C 7.672 -36.018 -2.744 0.005
C 6.781 -35.765 -3.758 -0.005
C 6.671 -34.390 -4.407 0.001
O 5.625 -34.031 -5.167 0.001
O 6.234 -36.832 -4.226 -0.006
O 9.152 -32.650 -2.510 0.003
H 7.278 -32.368 -4.443 0.000
H 7.761 -37.004 -2.313 0.000
O 10.079 -38.512 -1.807 0.001
H 10.224 -39.410 -2.110 0.000
H 9.239 -38.547 -1.342 0.000
O 10.790 -30.392 -1.772 0.001
H 10.947 -30.542 -0.840 0.000
H 10.707 -31.271 -2.149 -0.001
O 6.703 -39.654 -5.160 0.000
H 6.888 -38.774 -4.828 0.000
H 5.751 -39.741 -5.090 0.000
O 7.731 -30.207 -2.484 0.000
H 8.224 -31.032 -2.445 0.000
H 7.081 -30.279 -1.783 0.000
O 3.059 -32.121 -4.361 0.000
H 2.702 -32.679 -3.669 0.000
H 3.793 -32.623 -4.720 0.000
O 12.002 -34.996 -1.525 0.032
H 11.639 -35.221 -2.390 -0.005
H 12.725 -34.395 -1.713 0.004
O 11.187 -35.646 -4.000 0.000
H 10.292 -35.692 -4.342 0.000
H 11.486 -36.558 -3.984 0.000
O 4.157 -34.136 -7.454 0.000
H 4.697 -34.227 -6.664 0.000
H 4.229 -34.985 -7.894 0.000
O 10.544 -32.759 0.130 0.038
H 9.637 -32.562 -0.127 0.000
H 10.836 -31.984 0.611 0.002
O 3.084 -36.615 -4.941 0.000
H 2.991 -36.270 -5.830 0.000
H 3.960 -36.337 -4.665 0.000
O 6.238 -36.935 -7.566 0.000
H 6.000 -36.721 -6.661 0.000
H 6.503 -36.097 -7.949 0.000
O 7.871 -38.401 -0.063 0.000
H 8.089 -37.536 -0.418 0.001
H 7.603 -38.226 0.841 0.000
O 10.871 -37.089 0.338 0.034
H 11.077 -37.711 1.038 0.003
H 10.710 -37.639 -0.437 0.000
O 10.065 -31.767 -5.114 0.000
H 9.876 -32.152 -4.256 0.000
H 9.385 -32.122 -5.691 0.000
O 6.385 -35.552 -0.046 0.000
H 6.517 -36.333 -0.584 0.000
H 7.036 -34.926 -0.367 0.000
O 8.358 -32.760 -7.212 0.000
H 7.877 -31.969 -6.963 0.000
H 7.677 -33.391 -7.448 0.000
O 7.709 -32.862 0.154 0.001
H 7.179 -32.180 -0.263 0.000
H 7.683 -32.649 1.088 0.000
O 9.169 -35.268 1.651 0.014
H 8.294 -34.881 1.582 0.000
H 9.093 -35.914 2.355 0.003
```

Values from the calculation:
E_tot, hartree: -3170.3699
Multiplicity: 5
Kohn-Sham gap (alpha / beta), eV: 6.0 / 5.8
Energy above the lowest of the compared OMol25 structures with the same formula, charge and spin, kJ/mol: 200.4

Here is a 12-piece molecular cluster, C6H38N2O11 overall at a distorted geometry from the Open Molecules 2025 dataset. Energies are from ωB97M-V/def2-TZVPD.

XYZ file:
```
57
Properties=species:S:1:pos:R:3:nbo_charge:R:1
C -2.898 -1.130 1.704 -0.425
N -2.591 -1.036 0.292 -0.668
C -1.224 -0.884 -0.161 -0.020
C -0.397 0.140 0.641 -0.650
C -1.213 -0.500 -1.663 -0.218
N -0.919 -1.619 -2.511 -0.460
C -1.540 -1.612 -3.821 -0.409
C 0.487 -2.013 -2.550 -0.413
H -3.351 -0.240 2.147 0.176
H -2.026 -1.356 2.307 0.210
H -3.548 -1.971 1.926 0.195
H -3.251 -0.426 -0.167 0.372
H -0.663 -1.802 -0.033 0.149
H 0.581 0.197 0.157 0.217
H -0.778 1.151 0.411 0.189
H -0.438 0.101 1.724 0.229
H -2.179 -0.115 -1.952 0.207
H -0.451 0.269 -1.673 0.170
H -0.906 -2.096 -4.556 0.205
H -2.572 -1.962 -3.747 0.202
H -1.656 -0.599 -4.261 0.162
H 1.008 -1.515 -3.375 0.174
H 0.965 -1.741 -1.606 0.199
H 0.581 -3.100 -2.583 0.201
O 1.099 -3.419 2.186 -1.028
H 0.501 -3.765 1.510 0.517
H 0.996 -3.674 3.102 0.505
O -1.920 2.818 -2.785 -0.952
H -1.563 1.999 -3.145 0.467
H -1.150 3.399 -2.780 0.486
O -3.147 2.584 -0.085 -0.954
H -2.999 1.893 0.565 0.461
H -2.381 2.631 -0.662 0.491
O -0.909 4.545 1.177 -0.987
H -0.891 4.258 0.261 0.494
H -1.460 4.054 1.783 0.490
O 4.015 2.803 1.922 -0.969
H 3.169 2.339 1.839 0.491
H 4.592 2.058 2.120 0.484
O 3.550 0.173 0.684 -0.995
H 3.335 -0.779 0.580 0.492
H 3.796 0.517 -0.178 0.474
O -1.424 -3.751 1.533 -0.965
H -1.472 -3.133 0.795 0.493
H -1.835 -4.593 1.326 0.484
O 0.366 3.580 -1.552 -0.996
H 0.509 4.502 -1.790 0.476
H 1.040 3.368 -0.899 0.518
O 1.420 -1.806 4.149 -0.941
H 2.192 -1.851 4.732 0.460
H 1.855 -2.063 3.313 0.477
O 2.152 4.110 0.405 -0.999
H 1.556 4.728 0.842 0.497
H 3.030 4.173 0.804 0.510
O 3.517 -2.545 0.236 -0.974
H 2.978 -2.667 1.028 0.508
H 4.467 -2.627 0.332 0.492
```

Values from the calculation:
E_tot, hartree: -1188.4815
SMILES: CN[C@H](C)CN(C)C.O.O.O.O.O.O.O.O.O.O.O
Kohn-Sham gap, eV: 8.5
Energy above the lowest of the compared OMol25 structures with the same formula, charge and spin, kJ/mol: 369.2

Here is a 13-piece molecular cluster, C6H38NO13 overall at a distorted geometry from the Open Molecules 2025 dataset. Energies are from ωB97M-V/def2-TZVPD.

XYZ file:
```
58
Properties=species:S:1:pos:R:3:nbo_charge:R:1
C -3.630 0.687 0.125 -0.419
N -2.201 0.816 -0.076 -0.679
C -1.408 -0.282 0.453 -0.058
C -1.473 -0.678 1.967 -0.246
C -2.658 -1.687 2.145 -0.655
C -1.685 0.608 2.733 -0.611
C 0.076 -0.078 0.017 -0.061
O 0.491 -1.085 -0.897 -0.809
H -4.054 0.094 -0.693 0.186
H -4.195 1.621 0.084 0.196
H -3.901 0.139 1.024 0.184
H -1.820 1.749 -0.062 0.390
H -1.768 -1.165 -0.098 0.199
H -0.508 -1.040 2.318 0.204
H -3.096 -1.996 1.186 0.229
H -3.482 -1.420 2.781 0.203
H -2.140 -2.644 2.283 0.229
H -1.849 0.497 3.820 0.195
H -2.610 1.119 2.482 0.200
H -0.830 1.271 2.641 0.227
H 0.685 -0.233 0.912 0.167
H 0.196 0.908 -0.440 0.161
H 0.656 0.092 -4.054 0.492
H 0.723 0.905 -2.744 0.501
O 0.379 0.054 -3.141 -0.972
H -0.187 2.486 -2.331 0.492
H -0.425 4.054 -2.046 0.476
O -0.819 3.212 -2.270 -0.974
H 0.833 -4.079 1.225 0.512
H 0.665 -4.021 -0.256 0.472
O 0.187 -4.317 0.525 -0.989
H -1.396 -3.852 -0.349 0.499
H -1.766 -2.749 -1.345 0.466
O -2.149 -3.477 -0.849 -0.975
H 0.574 3.185 1.710 0.497
H -0.477 4.044 1.220 0.457
O -0.353 3.369 1.906 -0.952
H 1.830 1.237 2.773 0.446
H 2.754 0.057 0.525 0.478
O 2.572 1.853 2.749 -1.047
H 3.774 -0.746 -1.845 0.472
H 2.318 -1.280 -1.887 0.484
O 3.209 -1.396 -2.233 -0.964
H 1.907 1.787 -1.109 0.526
H 0.570 -0.752 -1.831 0.498
O 1.991 1.873 -2.117 -1.027
H 3.360 2.674 0.248 0.442
H 2.573 2.163 1.699 0.491
O 2.415 2.463 0.342 -1.224
H 3.244 0.333 1.893 0.504
H 2.336 2.776 -2.090 0.486
O 3.187 -0.414 1.256 -1.003
H -2.134 0.324 -2.457 0.481
H -2.551 1.756 -2.642 0.476
O -2.554 0.914 -3.105 -0.960
H 2.848 -2.893 0.810 0.476
H 1.978 -2.006 1.365 0.500
O 2.230 -2.935 1.552 -0.966
```

Values from the calculation:
E_tot, hartree: -1284.3067
Total charge: -1
Kohn-Sham gap, eV: 8.2
Energy above the lowest of the compared OMol25 structures with the same formula, charge and spin, kJ/mol: 344.4